Version a
2 unconnected molecules or ions with the total composition C3H8NO, computed with wB97M-V/def2-TZVPD.

ORCA input file:
```
! wB97M-V def2-TZVPD RIJCOSX def2/J DEFGRID3
* xyz -1 1
H 0.80720 -2.26604 -0.28398
C 0.25829 1.86568 1.40015
C -1.18475 -1.93999 -0.78251
C 0.11918 -1.53621 -0.75379
O 0.45741 2.06431 0.02442
H 0.30466 1.20723 -0.47631
H 1.36448 -0.55337 -1.84341
H -1.53595 -2.87583 -0.36150
H -0.34989 1.03884 1.76892
H 1.25169 1.82980 1.86876
H -1.94713 -1.27641 -1.18172
N 0.65047 -0.34915 -1.15514
H -0.19566 2.79115 1.77611
*
```

Output
- HOMO-LUMO gap (eV) = 6.579
- lowest unoccupied orbital energy (eV) = 4.4

Mulliken population analysis, charges in e, atoms 1 to 6: H 0.262; C -0.574; C -0.944; C -0.052; O -0.590; H 0.420



Version b
2 unconnected molecules or ions with the total composition C3H8NO, computed with wB97M-V/def2-TZVPD.

ORCA input file:
```
! wB97M-V def2-TZVPD RIJCOSX def2/J DEFGRID3
* xyz -1 1
H 1.31453 0.32348 0.16692
O -0.62154 1.18530 -0.54692
H 0.55575 -2.37930 0.25042
C 0.19543 -1.73956 1.09701
H 2.20049 0.75706 1.72142
H -0.57933 -0.99547 0.63790
H -1.54994 0.54923 -2.20899
H -2.31041 1.90944 -1.59793
H -0.31030 -2.17037 1.93633
C -1.31310 1.47968 -1.69248
N 1.40301 -1.10116 1.63442
C 1.68004 0.01760 1.13027
H -0.66465 2.16406 -2.52836
*
```

Output
- HOMO-LUMO gap (eV) = 6.790
- lowest unoccupied orbital energy (eV) = 4.5

Mulliken population analysis, charges in e, atoms 1 to 6: H 0.254; O -0.758; H 0.233; C -0.572; H 0.246; H 0.205



Which one is the least stable? From the structures above, version b.